1.
{
  "formula": "C16H29IrN4OSe",
  "method": "ωB97M-V with the def2-TZVPD basis set",
  "total_charge": 2,
  "elements": ["Ir", "N", "C", "C", "N", "C", "C", "N", "H", "H", "H", "H", "H", "H", "H", "H", "H", "H", "H", "H", "H", "O", "C", "C", "C", "C", "C", "C", "N", "H", "H", "H", "H", "H", "H", "H", "H", "H", "H", "H", "Se", "C", "C", "C", "C", "C", "C", "H", "H", "H", "H", "H"],
  "coordinates": [[0.454, 0.563, 0.394], [0.810, 2.939, 0.336], [2.172, 3.330, 0.730], [3.172, 2.272, 0.261], [2.771, 0.910, 0.654], [3.148, 0.510, 2.022], [2.130, 0.950, 3.081], [0.780, 0.506, 2.718], [0.662, 3.224, -0.632], [0.128, 3.444, 0.900], [2.214, 3.438, 1.813], [2.456, 4.293, 0.293], [4.160, 2.525, 0.662], [3.226, 2.298, -0.829], [3.245, 0.273, 0.018], [4.127, 0.922, 2.294], [3.217, -0.579, 2.039], [2.132, 2.035, 3.176], [2.439, 0.531, 4.043], [0.078, 1.041, 3.223], [0.656, -0.471, 2.972], [-1.841, 0.672, 0.269], [-2.489, 0.371, -0.735], [-3.954, 0.599, -0.849], [-4.015, 2.023, -1.471], [-3.153, 2.280, -2.720], [-1.632, 2.372, -2.467], [-0.935, 0.994, -2.416], [-1.876, 0.007, -1.900], [-4.454, 0.606, 0.117], [-4.431, -0.128, -1.506], [-3.737, 2.741, -0.696], [-5.057, 2.214, -1.733], [-3.471, 3.247, -3.114], [-3.369, 1.542, -3.495], [-1.489, 2.895, -1.517], [-1.177, 2.974, -3.255], [-0.042, 1.014, -1.746], [-0.604, 0.671, -3.403], [-2.515, -0.310, -2.618], [0.355, -1.948, 0.105], [0.487, -3.834, 0.292], [-0.610, -4.599, -0.112], [-0.581, -5.969, 0.035], [0.537, -6.591, 0.579], [1.632, -5.827, 0.970], [1.618, -4.453, 0.828], [-1.477, -4.114, -0.534], [-1.430, -6.556, -0.282], [0.556, -7.664, 0.694], [2.505, -6.310, 1.383], [2.473, -3.871, 1.133]],
  "forces_ev_per_angstrom": [[1.56, 0.40, 3.30], [-0.66, -0.98, -0.57], [0.60, -0.31, 0.06], [-0.36, 0.72, -0.05], [-1.68, -0.87, -0.42], [-0.20, -0.05, 0.75], [0.73, 0.10, -0.36], [-0.67, 0.08, -1.31], [-0.16, 0.01, 0.16], [-0.04, -0.14, -0.17], [-0.08, 0.07, -0.10], [-0.09, -0.09, 0.10], [-0.04, -0.18, -0.10], [0.05, -0.06, 0.03], [-0.17, -0.09, 0.01], [-0.08, -0.11, -0.13], [0.03, 0.03, -0.07], [-0.10, -0.11, 0.11], [-0.10, 0.08, -0.06], [-0.06, -0.10, -0.08], [-0.13, 0.08, -0.11], [2.02, 0.23, 0.98], [-0.29, -0.91, -1.30], [0.03, 0.38, 0.35], [-0.20, -0.02, -0.18], [0.08, 0.19, 0.22], [0.08, -0.11, -0.15], [-0.08, 0.29, 0.07], [-0.09, -0.19, 0.27], [0.05, -0.11, 0.00], [0.10, -0.06, -0.03], [-0.04, 0.03, -0.01], [0.04, 0.02, 0.08], [0.00, -0.09, -0.07], [-0.04, 0.04, -0.11], [0.04, 0.07, 0.00], [0.08, 0.03, 0.07], [-0.03, 0.01, -0.41], [0.08, -0.05, 0.12], [-0.04, 0.03, 0.14], [-0.41, 1.50, -2.06], [0.36, -0.32, 1.06], [-0.21, 0.58, 0.08], [0.20, -0.25, -0.11], [0.00, 0.26, -0.02], [0.01, -0.20, -0.08], [-0.07, 0.17, 0.00], [-0.10, 0.04, 0.04], [-0.04, -0.01, -0.02], [0.00, -0.07, 0.03], [0.06, -0.02, 0.03], [0.06, 0.08, 0.02]],
  "lowdin_charge": [0.91, -0.03, -0.21, -0.17, -0.14, -0.17, -0.20, -0.01, 0.09, 0.11, 0.11, 0.14, 0.14, 0.13, 0.13, 0.14, 0.13, 0.11, 0.14, 0.12, 0.09, -0.07, -0.48, -0.06, -0.15, -0.17, -0.16, -0.18, 0.06, 0.13, 0.14, 0.12, 0.13, 0.12, 0.12, 0.09, 0.12, 0.04, 0.14, 0.14, 0.80, -0.62, -0.12, -0.05, -0.03, -0.06, -0.12, 0.10, 0.12, 0.12, 0.12, 0.10]
}

***

2.
{
  "formula": "C9H11N",
  "method": "ωB97M-V with the def2-TZVPD basis set",
  "smiles": "C=C(C)/C=C/c1ccc[nH]1",
  "elements": ["C", "C", "C", "C", "C", "C", "C", "C", "C", "N", "H", "H", "H", "H", "H", "H", "H", "H", "H", "H", "H"],
  "coordinates": [[2.256, 1.790, -0.230], [1.061, 1.927, 0.337], [-0.100, 2.899, -0.171], [0.417, 0.796, 1.042], [-0.731, 0.253, 0.634], [-0.694, -1.129, 0.154], [0.077, -1.753, -0.810], [-0.352, -3.029, -0.764], [-1.362, -3.184, 0.181], [-1.470, -2.000, 0.807], [2.622, 2.368, -1.168], [3.012, 1.116, 0.197], [0.046, 3.265, -1.114], [-0.142, 3.815, 0.406], [-1.210, 2.574, -0.056], [1.088, 0.359, 1.862], [-1.188, 0.718, -0.237], [0.709, -1.144, -1.669], [-0.111, -3.747, -1.617], [-2.003, -3.972, 0.446], [-1.924, -1.922, 1.769]],
  "forces_ev_per_angstrom": [[1.42, 1.00, -0.93], [-3.91, 0.92, -1.45], [-0.77, -0.66, 2.63], [2.59, 0.19, 2.33], [1.15, 0.22, -2.82], [0.54, 1.19, 3.19], [1.15, 4.70, -1.62], [-1.20, -4.73, -2.62], [1.50, -0.76, -0.65], [-1.61, -0.97, 1.52], [-0.87, -0.69, 1.99], [-0.55, 0.00, -0.31], [0.47, 0.52, -2.80], [0.54, 0.20, 0.62], [2.31, -0.02, -0.32], [-1.02, -0.19, -1.49], [-0.35, 1.01, 0.58], [-1.60, -1.97, 2.66], [-0.38, 0.68, 1.65], [-0.31, -1.08, 0.15], [0.92, 0.45, -2.30]],
  "lowdin_charge": [0.03, -0.31, -0.05, -0.08, -0.08, -0.35, -0.08, -0.15, -0.14, 0.05, 0.10, 0.06, 0.03, 0.06, 0.10, 0.14, 0.09, 0.17, 0.12, 0.09, 0.20]
}

***

Calculated total energy (eV), listed in the same order as above: -93239.3132, -10996.7855